{
  "formula": "C4H9N",
  "method": "ωB97M-V/def2-TZVPD",
  "e_above_lowest_kj_mol": 230.1,
  "total_energy_ha": -212.4635,
  "homo_energy_ev": -9.208,
  "symbols": ["C", "C", "C", "C", "H", "H", "H", "H", "H", "H", "H", "H", "H", "N"],
  "positions_angstrom": [[-1.54785, -1.03599, -0.05792], [0.72744, -0.24518, -0.43633], [0.50512, 1.26321, -0.11389], [1.06135, 1.55228, 1.04506], [-1.46608, -1.88653, 0.73832], [-1.54309, -0.00536, 0.43514], [-2.58185, -0.98918, -0.42623], [-0.19964, -1.76093, -1.56065], [1.05825, -0.72208, 0.56792], [1.55376, -0.38707, -1.22454], [0.01583, 1.75348, -0.95197], [1.63688, 2.52623, 1.34712], [1.29293, 0.75471, 1.73579], [-0.51305, -0.81760, -1.09781]],
  "forces_ev_per_angstrom": [[-0.3041, 1.5898, 1.1175], [-0.8619, -0.3611, -0.5408], [0.6538, -2.9957, -0.7628], [2.1130, 3.1983, 1.0048], [0.3012, 1.4291, -1.4817], [0.1078, -1.5125, 0.2340], [0.3648, -0.7374, -0.4988], [-1.0169, 2.2605, 1.1638], [-0.5863, 0.1631, -1.7745], [-0.9848, 0.5061, 1.3335], [0.5896, 0.8418, 0.4189], [-2.1312, -1.3063, -0.4776], [0.2507, -0.1965, -0.1416], [1.5044, -2.8793, 0.4053]]
}